(a)
Entry from the OMol25 dataset: C15H20N4O3S2 in the gas phase (wB97M-V/def2-TZVPD).

Its LUMO energy is 0.51 eV. Its charge is 0. Its multiplicity is 1.

Last column: natural (NBO) charge in e.
Positions of all 44 atoms, in Å:
C 3.23 2.32 1.49  -0.63
C 3.95 1.02 1.66  0.14
C 5.29 0.84 1.63  -0.46
S 5.70 -0.82 1.87  0.39
C 3.98 -1.14 2.01  -0.10
S 3.40 -2.75 2.31  0.32
C 1.62 -2.40 2.19  -0.62
C 1.25 -2.02 0.78  0.59
O 2.09 -2.13 -0.12  -0.62
C -0.09 -1.53 0.55  -0.44
C -0.46 -1.09 -0.74  0.54
N 0.41 -1.14 -1.74  -0.77
N -1.72 -0.62 -0.97  -0.44
C -2.11 -0.14 -2.29  -0.23
C -1.57 1.26 -2.62  -0.22
C -2.03 2.27 -1.57  -0.61
C -2.06 1.67 -4.01  -0.60
C -2.70 -0.56 0.02  0.81
O -3.82 -0.17 -0.23  -0.63
N -2.33 -0.99 1.26  -0.46
C -3.32 -0.96 2.32  -0.41
C -1.07 -1.50 1.61  0.68
O -0.90 -1.86 2.76  -0.62
N 3.22 -0.11 1.88  -0.51
H 2.57 2.26 0.63  0.22
H 2.62 2.52 2.37  0.23
H 3.94 3.13 1.35  0.22
H 6.06 1.57 1.48  0.24
H 1.10 -3.30 2.50  0.27
H 1.38 -1.60 2.89  0.28
H 0.20 -0.83 -2.66  0.40
H 1.33 -1.53 -1.47  0.46
H -3.21 -0.09 -2.27  0.26
H -1.82 -0.87 -3.05  0.20
H -0.47 1.25 -2.62  0.19
H -1.71 3.28 -1.85  0.21
H -3.11 2.26 -1.48  0.22
H -1.60 2.04 -0.59  0.21
H -3.15 1.72 -4.02  0.21
H -1.74 0.95 -4.76  0.21
H -1.67 2.64 -4.28  0.22
H -2.95 -0.34 3.14  0.22
H -4.24 -0.54 1.91  0.24
H -3.48 -1.97 2.69  0.22

=====

(b)
Entry from the OMol25 dataset: C15H20N4O3S2 in the gas phase (wB97M-V/def2-TZVPD).

Its LUMO energy is 0.16 eV. Its charge is 0. Its multiplicity is 1.

Last column: natural (NBO) charge in e.
Positions of all 44 atoms, in Å:
C 0.59 4.88 -1.05  -0.61
C 1.53 5.27 0.09  -0.40
C 2.64 4.25 0.33  -0.39
C 2.12 2.91 0.87  -0.53
C 1.64 3.02 2.28  0.71
O 1.76 3.98 3.01  -0.57
N 1.01 1.89 2.81  -0.63
C 0.76 0.69 2.25  0.25
N 1.07 0.31 1.05  -0.33
N 0.69 -0.93 0.76  -0.23
C 0.09 -1.53 1.72  -0.29
S -0.56 -3.20 1.62  2.34
O 0.41 -4.07 2.21  -0.92
O -1.87 -3.14 2.20  -0.92
N -0.65 -3.50 0.01  -0.68
C 0.61 -3.81 -0.64  -0.23
C 0.38 -4.68 -1.87  -0.62
C -1.64 -2.76 -0.68  0.10
C -1.31 -1.75 -1.58  -0.18
C -2.32 -1.04 -2.22  -0.22
C -3.65 -1.33 -1.97  -0.21
C -3.97 -2.33 -1.07  -0.21
C -2.97 -3.05 -0.43  -0.19
S -0.10 -0.58 3.16  0.39
H -0.13 5.68 -1.23  0.21
H 1.15 4.70 -1.96  0.20
H 0.02 3.98 -0.81  0.20
H 1.99 6.23 -0.15  0.20
H 0.96 5.40 1.01  0.21
H 3.34 4.66 1.05  0.22
H 3.17 4.06 -0.61  0.20
H 1.31 2.52 0.25  0.25
H 2.91 2.16 0.85  0.25
H 0.71 2.00 3.77  0.42
H 1.15 -2.90 -0.91  0.20
H 1.19 -4.36 0.11  0.24
H -0.16 -5.59 -1.59  0.22
H 1.34 -4.96 -2.30  0.22
H -0.20 -4.15 -2.62  0.21
H -0.28 -1.50 -1.77  0.22
H -2.06 -0.26 -2.92  0.22
H -4.43 -0.78 -2.47  0.22
H -5.01 -2.57 -0.86  0.22
H -3.21 -3.83 0.27  0.24

=====

Most stable structure - (a); separation to the second - 292.6 kJ/mol.

=====

(a)
Entry from the OMol25 dataset: C4H8N4O2 in the gas phase (wB97M-V/def2-TZVPD).

Its LUMO energy is 0.47 eV. Its charge is 0. Its multiplicity is 1.

Last column: natural (NBO) charge in e.
Positions of all 18 atoms, in Å:
C -0.34 -1.59 -0.76  -0.66
C -0.17 -0.55 0.26  0.19
N -0.98 0.67 -0.06  -0.33
C -2.20 0.78 0.64  -0.42
N -0.27 1.83 -0.31  -0.25
C 1.01 1.53 -0.42  0.15
N 1.34 0.27 -0.05  -0.33
N 2.60 -0.29 0.08  0.67
O 3.47 0.44 -0.18  -0.39
O 2.69 -1.36 0.58  -0.40
H -0.06 -2.54 -0.29  0.22
H 0.31 -1.47 -1.53  0.23
H -1.43 -1.76 -0.96  0.24
H -0.27 -0.91 1.37  0.21
H -2.29 1.88 0.83  0.23
H -3.15 0.67 0.02  0.20
H -2.03 0.11 1.45  0.19
H 1.78 2.28 -0.70  0.24

=====

(b)
Entry from the OMol25 dataset: C4H8N4O2 in the gas phase (wB97M-V/def2-TZVPD).

Its LUMO energy is 0.23 eV. Its charge is 0. Its multiplicity is 1.

Last column: natural (NBO) charge in e.
Positions of all 18 atoms, in Å:
N -2.05 1.56 -0.41  -0.64
N -1.92 0.14 -0.67  -0.46
C -1.17 -0.80 -0.05  0.62
O -1.17 -1.95 -0.47  -0.62
C -0.38 -0.39 1.16  -0.26
C 0.67 0.44 1.16  -0.27
C 1.29 0.89 -0.09  0.61
O 1.32 2.03 -0.54  -0.61
N 1.88 -0.17 -0.76  -0.47
N 1.74 -1.57 -0.47  -0.66
H -1.11 1.99 -0.62  0.38
H -2.28 1.75 0.52  0.35
H -2.69 -0.29 -1.19  0.40
H -0.63 -0.92 2.06  0.24
H 1.07 0.92 2.04  0.24
H 2.50 0.02 -1.51  0.40
H 2.11 -1.73 0.47  0.35
H 0.81 -1.91 -0.61  0.39

=====

Most stable structure - (b); separation to the second - 421.3 kJ/mol.

=====

(a)
Entry from the OMol25 dataset: C6H6N4O2 in the gas phase (wB97M-V/def2-TZVPD).

Its LUMO energy (spin up / spin down) is -1.46 / -0.91 eV. Its charge is 0. Its multiplicity is 1.

Last column: natural (NBO) charge in e.
Positions of all 18 atoms, in Å:
C -1.47 -0.32 -0.99  -0.02
C -1.31 0.50 0.25  0.23
C -0.59 -0.79 -1.97  0.06
C 0.89 1.12 1.25  -0.28
C 1.40 -0.36 1.36  -0.10
C 1.37 -0.66 -0.89  0.43
N -2.76 -0.42 -1.22  -0.09
N -2.59 0.90 0.49  -0.05
N 0.77 -0.65 -1.95  -0.47
N -0.46 1.13 1.07  -0.33
O -3.38 0.28 -0.33  -0.07
O 0.81 -1.04 0.29  -0.52
H -1.02 -1.28 -2.92  0.22
H 1.22 1.48 2.25  0.20
H 1.39 1.88 0.52  0.22
H 2.48 -0.58 1.34  0.19
H 0.88 -0.82 2.25  0.21
H 2.39 -0.36 -0.81  0.16

=====

(b)
Entry from the OMol25 dataset: C6H6N4O2 in the gas phase (wB97M-V/def2-TZVPD).

Its LUMO energy is -0.23 eV. Its charge is 0. Its multiplicity is 1.

Last column: natural (NBO) charge in e.
Positions of all 18 atoms, in Å:
N 0.56 3.21 -0.90  -0.80
C 0.42 2.13 -0.11  0.78
O 1.13 1.80 1.18  -0.66
N -0.96 1.55 -0.38  -0.70
C -1.30 0.41 0.44  0.68
O -2.32 0.16 1.10  -0.53
C -0.38 -0.72 0.21  0.03
C -0.20 -1.81 1.02  0.00
N 0.39 -3.02 0.53  -0.34
C 1.08 -2.80 -0.63  -0.01
C 1.18 -1.56 -1.22  0.01
N 0.36 -0.57 -0.98  -0.36
H -0.28 3.25 -1.65  0.42
H 1.47 3.60 -1.01  0.43
H -1.62 2.29 -0.47  0.40
H -0.90 -1.74 1.79  0.23
H 1.49 -3.80 -1.10  0.22
H 2.06 -1.37 -1.88  0.20

=====

Most stable structure - (b); separation to the second - 315.6 kJ/mol.

=====

(a)
Entry from the OMol25 dataset: C7H10O in the gas phase (wB97M-V/def2-TZVPD).

Its LUMO energy is -0.47 eV. Its charge is 0. Its multiplicity is 1.

Last column: natural (NBO) charge in e.
Positions of all 18 atoms, in Å:
C -1.27 -1.78 0.88  -0.43
C -1.68 -1.09 -0.21  -0.20
C -1.82 0.38 -0.57  -0.22
C -1.14 1.50 -0.26  -0.25
C 0.05 1.78 0.57  -0.26
C 1.29 1.03 0.44  -0.17
C 1.81 -0.05 -0.53  -0.12
O 2.15 -1.38 -0.27  -0.69
H -0.80 -1.08 1.74  0.21
H -1.19 -2.81 1.07  0.22
H -2.06 -1.57 -1.34  0.19
H -2.64 0.20 -1.34  0.22
H -1.96 2.43 -0.17  0.23
H 0.38 2.98 0.99  0.25
H 2.21 1.46 0.97  0.20
H 2.92 0.33 -0.63  0.18
H 1.29 0.30 -1.39  0.17
H 1.31 -1.80 0.28  0.47

=====

(b)
Entry from the OMol25 dataset: a molecular structure, C7H10O (wB97M-V/def2-TZVPD).

Its LUMO energy is 1.04 eV. Its charge is 0. Its multiplicity is 1.

Last column: natural (NBO) charge in e.
Positions of all 18 atoms, in Å:
C 1.96 -0.71 0.23  -0.08
C 0.56 0.61 0.45  0.10
C -0.86 0.99 0.20  -0.25
C -1.62 -0.29 0.76  -0.36
C -0.98 -1.04 -0.46  -0.22
C -1.50 0.37 -1.05  -0.37
C 0.53 -0.62 -0.44  -0.26
H 1.69 -0.77 1.31  0.17
H 3.01 -1.20 -0.12  0.21
H 0.67 0.34 1.65  0.14
H -1.38 1.82 0.60  0.22
H -2.69 -0.27 0.53  0.21
H -1.59 -0.76 1.90  0.19
H -1.34 -1.94 -0.83  0.22
H -1.10 0.74 -2.02  0.19
H -2.51 0.34 -1.19  0.21
H 0.84 -0.19 -1.46  0.21
O 1.98 0.76 0.19  -0.52

=====

(c)
Entry from the OMol25 dataset: C7H10O in the gas phase (wB97M-V/def2-TZVPD).

Its LUMO energy is 1.00 eV. Its charge is 0. Its multiplicity is 1.

Last column: natural (NBO) charge in e.
Positions of all 18 atoms, in Å:
C -2.19 0.94 -0.04  0.14
C -0.89 1.19 -0.32  -0.32
C -0.06 -0.09 -0.09  -0.04
C 0.92 -0.01 1.15  -0.41
C 2.00 0.30 0.11  -0.39
C 1.21 -0.35 -1.00  -0.42
C -1.31 -1.16 -0.05  -0.07
O -2.55 -0.45 0.27  -0.52
H -3.08 1.55 -0.06  0.20
H -0.49 2.18 -0.45  0.23
H 0.65 0.65 2.05  0.22
H 1.12 -1.02 1.49  0.20
H 2.08 1.47 0.03  0.20
H 2.96 -0.10 0.39  0.21
H 1.05 -0.08 -2.02  0.22
H 1.25 -1.41 -1.01  0.20
H -1.17 -1.99 0.63  0.19
H -1.50 -1.61 -1.09  0.17

=====

(d)
Entry from the OMol25 dataset: 2 unconnected molecules or ions with the total composition C7H10O (wB97M-V/def2-TZVPD).

Its LUMO energy is 0.95 eV. Its charge is 0. Its multiplicity is 1.

Last column: natural (NBO) charge in e.
Positions of all 18 atoms, in Å:
C 1.76 2.44 -0.75  -0.63
C 1.48 0.95 -0.49  -0.03
C 2.43 0.12 0.09  -0.20
C 2.15 -1.26 -0.02  -0.20
C 0.84 -1.63 -0.14  -0.23
C -0.22 -0.74 -0.39  -0.20
C 0.18 0.55 -0.74  -0.22
H 0.95 2.95 -1.27  0.21
H 2.53 2.56 -1.52  0.22
H 1.97 2.97 0.17  0.22
H 3.30 0.49 0.61  0.22
H 2.97 -1.93 0.21  0.21
H 0.59 -2.67 0.08  0.21
H -1.26 -1.06 -0.47  0.22
H -0.57 1.27 -1.04  0.21
O -6.18 -0.75 1.84  -0.93
H -6.90 -1.31 1.59  0.47
H -6.37 0.09 1.42  0.47

=====

Most stable structure - (d); separation to the second - 183.5 kJ/mol.